# C23H15N4O13S2W

A structure of composition C23H15N4O13S2W (ωB97M-V with the def2-TZVPD basis set, the Open Molecules 2025 dataset).

```
58
Properties=species:S:1:pos:R:3:nbo_charge:R:1
W 0.56511 -1.31092 0.31567 2.440
C 2.67897 5.66983 -3.19180 -0.646
C 1.94963 4.55667 -2.50308 0.073
C 2.53693 3.29714 -2.36761 -0.217
C 1.88752 2.27359 -1.71039 -0.091
C 0.62378 2.51924 -1.17849 -0.440
C 0.00742 3.76664 -1.30019 -0.130
C 0.68092 4.77233 -1.96497 -0.219
S -0.25620 1.28012 -0.35605 2.326
O -1.51404 1.76998 0.08281 -0.843
O 0.65033 0.67958 0.74493 -0.857
N -0.25875 -0.10856 -1.18133 -0.885
C -1.29369 -0.60783 -1.99458 0.113
C -2.08143 0.07317 -2.87576 -0.170
C -3.00890 -0.65345 -3.66023 -0.168
C -3.10940 -2.01293 -3.57117 -0.167
C -2.28325 -2.73110 -2.67202 -0.095
C -2.29205 -4.13125 -2.50688 -0.034
C -1.42970 -4.71778 -1.61772 -0.262
C -0.54949 -3.92207 -0.87489 0.144
N -0.53938 -2.60115 -0.99606 -0.483
C -1.38597 -2.00311 -1.88275 0.238
H 3.40340 5.28879 -3.90902 0.232
H 3.22255 6.26936 -2.45862 0.246
H 1.98576 6.33159 -3.70875 0.233
H 3.51968 3.12191 -2.78527 0.233
H 2.35023 1.30438 -1.60383 0.246
H -0.97331 3.93385 -0.87702 0.252
H 0.21582 5.74415 -2.06734 0.235
H -2.00266 1.14729 -2.97742 0.239
H -3.64014 -0.11188 -4.35057 0.242
H -3.81489 -2.55800 -4.18341 0.239
H -2.97636 -4.73511 -3.08927 0.243
H -1.40408 -5.78755 -1.47475 0.256
H 0.15204 -4.36463 -0.18361 0.248
O -3.13391 -1.67394 2.06795 -0.498
C -1.98604 -1.35367 2.06278 0.796
O -1.32278 -1.08731 0.90844 -0.737
C -1.16142 -1.11144 3.28549 -0.214
C -1.67536 -0.56014 4.45144 -0.099
C -0.78266 -0.19672 5.44072 0.024
C 0.59298 -0.29665 5.31021 -0.132
C 1.08491 -0.84393 4.14225 -0.018
C 0.20665 -1.31188 3.17666 0.384
O 0.64245 -1.94494 2.06001 -0.604
N 2.53494 -0.80606 3.86083 0.539
O 3.28180 -0.81531 4.80397 -0.311
O 2.84652 -0.72549 2.68514 -0.370
N -1.31802 0.39418 6.69187 0.531
O -0.50992 0.73532 7.52455 -0.345
O -2.52003 0.48375 6.78387 -0.344
H -2.73757 -0.40116 4.57169 0.285
H 1.26348 0.05778 6.07977 0.296
O 1.78966 -2.78203 -0.05620 -0.877
S 2.73916 -2.03287 -1.12443 2.546
O 4.09445 -2.28575 -0.84039 -0.839
O 2.19416 -2.22887 -2.42926 -0.895
O 2.26014 -0.65517 -0.52593 -0.892
```

Computed properties:
* energy above the lowest of the compared OMol25 structures with the same formula, charge and spin: 0.513 eV
* E_HOMO: -12.41 eV
* gap between HOMO and LUMO: 6.6 eV
* net charge: +1